No. 1
Formula: C23H22N5ORuS
Source: the Open Molecules 2025 dataset
Level of theory: ωB97M-V with the def2-TZVPD basis set

Last column: Mulliken charge in e.
Atoms and positions in Å:
Ru -0.306 -0.308 -0.135  0.416
C -2.215 1.096 -2.081  -1.423
N -2.247 0.160 -0.933  0.325
C -2.845 0.772 0.273  -0.849
C -1.876 1.753 0.903  0.882
C -2.223 3.032 1.308  -0.830
C -1.247 3.851 1.865  -0.402
C 0.043 3.364 2.020  -0.733
C 0.317 2.071 1.600  -0.198
N -0.617 1.289 1.054  0.008
C -2.830 -1.154 -1.294  -1.303
C -1.744 -2.152 -1.652  0.899
C -2.023 -3.454 -2.039  -1.249
C -0.978 -4.404 -1.969  -0.601
C 0.298 -4.018 -1.712  -1.012
C 0.610 -2.565 -1.747  1.338
N -0.504 -1.753 -1.382  0.201
C -0.836 1.577 -2.496  0.557
C -0.672 2.364 -3.633  -0.999
C 0.601 2.771 -3.995  -0.444
C 1.685 2.406 -3.204  -1.052
C 1.437 1.650 -2.076  -0.361
N 0.213 1.240 -1.751  0.712
H -2.823 1.981 -1.854  0.492
H -2.662 0.616 -2.959  0.579
H -3.022 -0.030 1.004  0.378
H -3.811 1.246 0.055  0.405
H -3.233 3.393 1.177  0.445
H -1.492 4.860 2.161  0.450
H 0.823 3.973 2.451  0.451
H 1.304 1.629 1.713  0.500
H -3.553 -1.068 -2.114  0.519
H -3.370 -1.575 -0.436  0.491
H -3.034 -3.761 -2.250  0.560
H -1.212 -5.449 -2.077  0.511
H 1.104 -4.720 -1.597  0.492
H 2.220 -1.322 -1.359  0.589
H -1.528 2.653 -4.222  0.528
H 0.753 3.365 -4.883  0.464
H 2.690 2.712 -3.450  0.479
H 2.229 1.371 -1.392  0.554
O 1.284 -1.542 0.353  -0.934
N 1.770 -2.073 -0.803  0.563
C 2.782 -3.081 -0.578  -0.881
C 3.518 -3.540 -1.616  -0.424
C 3.386 -3.189 -2.979  -0.310
C 2.339 -2.540 -3.629  -0.745
C 1.074 -2.220 -3.167  0.206
S -0.099 -1.466 -4.152  -0.079
H 2.882 -3.391 0.449  0.437
H 4.313 -4.230 -1.372  0.455
H 4.210 -3.487 -3.611  0.438
H 2.496 -2.305 -4.675  0.504

Results
Total charge: +2
Multiplicity: 2
Relative energy (zero: lowest compared OMol25 entry of this formula, charge and spin) (kJ/mol): 659.70
Kohn-Sham gap (spin up / spin down) (eV): 6.5 / 5.8
<S²>: 0.86

***

No. 2
Formula: C25H58ClN10O12P
Source: the Open Molecules 2025 dataset
Level of theory: ωB97M-V with the def2-TZVPD basis set

Last column: Mulliken charge in e.
Atoms and positions in Å:
O -1.453 2.216 5.368  -0.554
C -2.363 1.483 4.721  0.533
C -3.599 1.940 3.708  -0.624
C -3.441 0.762 2.530  -0.016
P -3.119 1.490 0.794  0.313
O -4.720 1.820 0.101  -0.481
Cl -2.099 3.361 0.882  -0.290
C -2.360 -0.318 3.143  -0.273
C -2.647 -1.927 3.014  -0.503
C -1.159 -2.671 2.844  -0.052
C -0.803 -3.561 4.214  -0.071
O -0.315 -2.584 5.234  -0.540
N -2.536 -0.048 4.651  -0.516
H -4.677 1.817 4.204  0.257
H -3.554 3.070 3.349  0.267
H -4.503 0.275 2.444  0.285
H -4.592 1.614 -0.872  0.400
H -1.299 0.117 2.911  0.352
H -3.073 -2.331 4.035  0.184
H -3.335 -2.242 2.121  0.310
H -1.183 -3.396 1.915  0.115
H -0.278 -1.888 2.734  0.093
H 0.016 -4.339 3.892  0.243
H -1.770 -4.044 4.678  -0.061
H -0.035 -3.058 6.074  0.280
H -3.588 -0.184 4.736  0.354
C -3.442 -6.412 1.597  -0.937
C -1.971 -6.479 1.890  0.733
N -1.526 -7.642 2.440  -0.401
O -1.199 -5.557 1.656  -0.631
H -3.585 -6.244 0.526  0.357
H -3.880 -5.583 2.160  0.181
H -3.955 -7.336 1.878  0.299
H -2.123 -8.429 2.651  0.176
H -0.538 -7.712 2.647  0.235
C 3.097 -2.058 1.288  -0.612
C 2.267 -2.027 0.038  0.619
N 1.197 -2.868 0.013  -0.253
O 2.517 -1.296 -0.914  -0.685
H 3.097 -1.063 1.742  0.036
H 4.121 -2.343 1.029  0.286
H 2.708 -2.775 2.016  0.282
H 0.951 -3.487 0.771  0.136
H 0.621 -2.865 -0.820  0.202
C 4.020 1.638 -4.228  -0.648
C 5.342 1.434 -3.546  0.662
N 5.335 0.605 -2.467  -0.335
O 6.378 1.971 -3.921  -0.697
H 4.099 1.306 -5.267  0.278
H 3.764 2.700 -4.199  0.049
H 3.221 1.072 -3.741  0.265
H 4.508 0.141 -2.120  0.144
H 6.214 0.453 -1.990  0.222
C 4.804 5.700 -3.833  -0.967
C 3.572 5.561 -2.987  0.978
N 3.602 6.192 -1.782  -0.416
O 2.586 4.922 -3.340  -0.644
H 4.535 6.177 -4.780  0.227
H 5.218 4.707 -4.027  0.171
H 5.568 6.307 -3.341  0.381
H 4.390 6.729 -1.448  0.188
H 2.783 6.113 -1.193  0.228
C -7.187 4.106 -3.048  -0.826
C -6.182 3.076 -3.476  0.592
N -5.817 3.109 -4.788  -0.385
O -5.705 2.247 -2.710  -0.641
H -6.748 4.729 -2.264  0.242
H -8.075 3.599 -2.660  0.248
H -7.487 4.751 -3.879  0.320
H -6.182 3.772 -5.456  0.182
H -5.141 2.424 -5.100  0.232
C -1.557 7.772 -3.734  -0.861
C -0.086 7.704 -3.441  0.641
N 0.359 6.542 -2.890  -0.235
O 0.686 8.627 -3.675  -0.647
H -1.701 7.939 -4.805  0.243
H -1.996 8.601 -3.171  0.250
H -2.070 6.848 -3.453  0.264
H -0.238 5.755 -2.680  0.162
H 1.347 6.472 -2.684  0.063
C -3.237 -6.288 6.353  -0.944
C -4.068 -6.257 5.103  0.640
N -5.138 -7.098 5.077  -0.443
O -3.818 -5.527 4.151  -0.548
H -3.238 -5.293 6.807  0.262
H -2.214 -6.573 6.094  0.224
H -3.626 -7.005 7.081  0.383
H -5.384 -7.718 5.836  0.169
H -5.713 -7.095 4.245  0.230
C 5.887 1.974 0.824  -0.387
C 4.945 1.345 1.809  0.717
N 3.992 2.165 2.330  -0.367
O 5.012 0.167 2.140  -0.635
H 5.804 1.451 -0.133  -0.277
H 6.909 1.889 1.202  0.283
H 5.660 3.032 0.665  0.334
H 3.897 3.141 2.089  0.172
H 3.345 1.764 2.997  0.219
C 3.434 -3.343 -5.049  -0.681
C 4.624 -2.980 -5.890  0.590
N 5.320 -1.879 -5.495  -0.302
O 4.967 -3.622 -6.876  -0.645
H 3.577 -4.348 -4.644  0.238
H 2.537 -3.322 -5.673  0.237
H 3.298 -2.646 -4.217  0.182
H 5.077 -1.319 -4.691  0.185
H 6.126 -1.615 -6.047  0.202

Results
Structure (SMILES): O=C1C[C@@H](P(O)Cl)[C@H](CCCO)N1.CC(N)=O.CC(N)=O.CC(N)=O.CC(N)=O.CC(N)=O.CC(N)=O.CC(N)=O.CC(N)=O.CC(N)=O
Multiplicity: 1
Kohn-Sham gap (eV): 8.7

***

No. 3
Formula: C5H11N2O
Source: the Open Molecules 2025 dataset
Level of theory: ωB97M-V with the def2-TZVPD basis set

Last column: Mulliken charge in e.
Atoms and positions in Å:
C -2.324 -0.372 0.588  -0.418
O -3.112 -0.558 1.679  -0.949
C -1.193 0.698 0.796  -0.475
C 0.233 0.177 1.044  -0.864
C 1.136 -0.039 -0.148  1.410
C 1.327 0.836 -1.124  -3.239
N 2.099 0.567 -2.292  -1.378
N 1.769 -1.307 -0.191  -1.133
H -2.937 0.071 -0.236  0.185
H -1.783 -1.272 0.217  0.160
H -1.587 1.266 1.649  0.304
H -1.225 1.378 -0.058  0.304
H 0.169 -0.740 1.643  0.227
H 0.684 0.926 1.713  0.331
H 0.908 1.822 -1.032  0.388
H 3.091 0.417 -2.090  0.995
H 2.027 1.316 -2.979  1.336
H 1.207 -2.001 0.283  0.345
H 2.056 -1.564 -1.128  0.471

Results
Total charge: -2
Multiplicity: 2
Relative energy (zero: lowest compared OMol25 entry of this formula, charge and spin) (kJ/mol): 0.00
Kohn-Sham gap (spin up / spin down) (eV): 3.3 / 6.6
<S²>: 0.75

***

Values of F_max, in order: 4.39 8.91 1.07, all in eV/A.